Record 1
Computed, not measured: 12 unconnected molecules or ions with the total composition C54H110BBr2N6O32, with ωB97M-V/def2-TZVPD.

* total charge: -1
* frontier orbital gap: 8.1 eV
* LUMO energy: 1.69 eV

Each line ends with the Löwdin charge.
CARTESIAN COORDINATES (ANGSTROEM)
O -2.078 0.118 0.939  0.133
C -1.171 0.702 0.414  -0.397
O -0.064 0.227 -0.077  0.220
B 0.646 1.286 -0.822  -0.907
O -0.085 2.524 -0.514  0.223
C -1.150 2.236 0.209  -0.372
O -1.976 2.992 0.616  0.122
O 0.563 0.986 -2.267  0.237
C 1.785 0.751 -2.728  -0.386
O 2.101 0.466 -3.841  0.199
C 2.771 1.125 -1.630  -0.381
O 2.071 1.313 -0.515  0.224
O 3.963 1.199 -1.716  0.130
C 2.525 -4.366 1.768  -0.084
O 2.337 -4.026 0.413  -0.207
C 3.495 -3.603 -0.279  -0.195
C 3.538 -2.078 -0.347  -0.169
N 4.788 -1.551 -0.899  -0.056
C 6.011 -2.004 -0.230  -0.204
C 7.191 -1.202 -0.756  -0.201
O 8.403 -1.564 -0.096  -0.182
C 8.552 -1.006 1.179  -0.141
H 1.581 -4.568 2.267  0.088
H 3.043 -3.567 2.309  0.067
H 3.190 -5.233 1.843  0.091
H 3.623 -4.066 -1.258  0.130
H 4.342 -3.935 0.334  0.104
H 3.431 -1.708 0.682  0.116
H 2.781 -1.684 -1.024  0.103
H 4.866 -0.543 -0.926  0.073
H 6.156 -3.064 -0.445  0.116
H 5.913 -1.900 0.862  0.115
H 7.009 -0.122 -0.745  0.125
H 7.363 -1.481 -1.796  0.123
H 9.410 -1.513 1.630  0.084
H 7.764 -1.155 1.924  0.080
H 8.802 0.060 1.147  0.084
C 4.499 -1.890 -3.976  -0.111
O 4.033 -2.119 -5.293  -0.163
C 3.701 -3.465 -5.511  -0.245
C 3.568 -3.792 -6.984  -0.204
N 2.300 -3.294 -7.581  -0.042
C 2.354 -3.521 -9.048  -0.223
C 1.149 -2.876 -9.726  -0.235
O 1.130 -1.473 -9.478  -0.165
C 0.224 -0.871 -10.369  -0.141
H 4.645 -0.814 -3.885  0.078
H 5.458 -2.397 -3.832  0.081
H 3.803 -2.136 -3.174  0.064
H 2.802 -3.732 -4.950  0.117
H 4.558 -4.085 -5.199  0.115
H 3.436 -4.885 -7.055  0.110
H 4.435 -3.542 -7.593  0.116
H 1.605 -3.990 -7.328  0.103
H 2.391 -4.598 -9.262  0.112
H 3.256 -3.020 -9.407  0.116
H 0.245 -3.290 -9.266  0.123
H 1.226 -3.076 -10.798  0.111
H -0.842 -1.013 -10.166  0.086
H 0.490 -1.129 -11.401  0.078
H 0.347 0.216 -10.343  0.085
C -4.744 -2.052 7.471  -0.140
O -4.849 -1.137 6.418  -0.212
C -4.380 -1.619 5.130  -0.176
C -4.050 -0.404 4.280  -0.220
N -3.064 0.412 4.939  -0.046
C -2.835 1.710 4.313  -0.183
C -1.680 2.424 4.991  -0.231
O -1.626 2.374 6.395  -0.184
C -2.438 3.383 7.006  -0.085
H -3.691 -2.261 7.692  0.087
H -5.302 -2.992 7.419  0.083
H -5.110 -1.551 8.370  0.083
H -5.294 -2.089 4.761  0.122
H -3.537 -2.290 5.294  0.119
H -4.961 0.186 4.098  0.108
H -3.719 -0.850 3.336  0.096
H -3.294 0.495 5.921  0.107
H -3.738 2.330 4.392  0.100
H -2.645 1.453 3.269  0.113
H -1.648 3.444 4.585  0.122
H -0.772 1.930 4.642  0.092
H -2.500 3.109 8.060  0.088
H -3.500 3.347 6.739  0.068
H -1.996 4.327 6.690  0.092
C 7.383 9.484 -0.966  -0.126
O 6.696 8.476 -0.274  -0.176
C 7.541 7.439 0.164  -0.241
C 6.758 6.420 0.979  -0.210
N 5.977 5.635 0.042  -0.082
C 4.890 4.831 0.588  -0.196
C 4.095 4.187 -0.510  -0.209
O 3.421 5.174 -1.273  -0.188
C 2.306 4.680 -1.955  -0.096
H 7.444 9.238 -2.031  0.087
H 8.383 9.705 -0.581  0.083
H 6.849 10.435 -0.930  0.083
H 8.321 7.819 0.834  0.119
H 7.946 6.878 -0.683  0.126
H 6.058 6.887 1.692  0.120
H 7.392 5.722 1.530  0.119
H 5.555 6.153 -0.720  0.103
H 4.242 5.513 1.167  0.121
H 5.291 4.129 1.325  0.123
H 3.339 3.535 -0.050  0.120
H 4.641 3.533 -1.197  0.091
H 2.591 3.864 -2.634  0.094
H 1.664 5.442 -2.383  0.095
H 1.640 4.096 -1.296  0.074
C -10.504 0.620 0.658  -0.090
O -9.592 -0.284 1.269  -0.191
C -8.654 0.350 2.109  -0.238
C -7.494 -0.621 2.340  -0.212
N -6.663 -0.867 1.178  -0.037
C -5.744 0.253 0.894  -0.190
C -5.580 0.401 -0.633  -0.198
O -6.774 0.824 -1.260  -0.182
C -7.036 2.199 -1.207  -0.118
H -11.087 0.058 -0.065  0.088
H -9.923 1.394 0.145  0.076
H -11.097 1.075 1.457  0.087
H -9.062 0.617 3.094  0.123
H -8.302 1.301 1.690  0.104
H -7.920 -1.564 2.693  0.116
H -6.939 -0.209 3.189  0.101
H -7.310 -0.906 0.394  0.096
H -4.799 0.183 1.426  0.095
H -6.231 1.200 1.169  0.088
H -5.113 -0.525 -0.969  0.126
H -4.840 1.190 -0.813  0.116
H -6.294 2.812 -1.730  0.085
H -7.120 2.595 -0.188  0.065
H -7.995 2.302 -1.712  0.089
C -1.714 -2.861 2.226  -0.078
O -1.563 -4.019 1.417  -0.195
C -1.918 -5.218 2.038  -0.239
C -1.722 -6.331 1.000  -0.219
N -1.877 -7.660 1.527  -0.065
C -3.139 -7.945 2.182  -0.214
C -3.233 -9.450 2.418  -0.244
O -3.192 -10.141 1.198  -0.188
C -3.609 -11.481 1.281  -0.116
H -1.109 -2.065 1.795  0.064
H -1.313 -3.007 3.233  0.090
H -2.745 -2.509 2.259  0.081
H -2.976 -5.237 2.332  0.119
H -1.307 -5.443 2.921  0.129
H -0.757 -6.150 0.514  0.121
H -2.396 -6.127 0.147  0.118
H -1.765 -8.288 0.738  0.108
H -3.994 -7.604 1.580  0.127
H -3.145 -7.449 3.154  0.118
H -4.184 -9.623 2.942  0.118
H -2.471 -9.781 3.131  0.126
H -3.480 -11.907 0.285  0.086
H -4.689 -11.470 1.469  0.088
H -3.080 -12.149 1.965  0.088
Br 0.330 7.091 0.571  0.671
C -1.107 5.881 0.128  -0.713
C -2.060 6.618 -0.802  -0.659
Br -3.626 5.491 -1.273  0.650
H -1.630 5.569 1.029  0.041
H -0.734 4.977 -0.343  0.034
H -1.560 6.842 -1.744  0.048
H -2.354 7.616 -0.482  0.048
C 5.758 3.091 -3.686  -0.138
C 5.276 4.427 -4.252  -0.140
O 4.191 4.042 -5.071  0.049
C 4.251 2.682 -5.304  -0.552
O 3.483 2.094 -5.975  0.191
O 5.230 2.143 -4.561  0.075
H 5.293 2.952 -2.705  0.083
H 6.842 3.052 -3.598  0.135
H 6.110 4.837 -4.841  0.120
H 5.140 5.247 -3.547  0.121
C 0.896 -0.256 4.415  -0.094
C 1.666 -0.139 3.126  -0.104
O 2.628 -1.195 3.148  0.047
C 2.618 -1.768 4.368  -0.591
O 3.393 -2.608 4.711  0.147
O 1.589 -1.319 5.091  0.078
H -0.121 -0.602 4.243  0.122
H 0.928 0.701 4.928  0.121
H 2.239 0.786 3.027  0.136
H 1.046 -0.183 2.231  0.120
C -0.175 -2.910 -1.061  -0.112
C -1.511 -3.218 -1.723  -0.116
O -1.267 -2.972 -3.092  0.060
C -0.003 -2.531 -3.310  -0.553
O 0.427 -2.370 -4.404  0.170
O 0.644 -2.426 -2.129  0.054
H 0.311 -3.756 -0.590  0.107
H -0.348 -2.084 -0.372  0.102
H -2.314 -2.625 -1.290  0.127
H -1.715 -4.285 -1.617  0.118
C -5.022 6.134 2.232  -0.104
C -4.872 4.624 1.891  -0.116
O -4.924 4.026 3.179  0.058
C -5.059 4.897 4.153  -0.593
O -5.035 4.667 5.328  0.141
O -5.064 6.143 3.653  0.065
H -5.959 6.535 1.839  0.126
H -4.213 6.772 1.885  0.117
H -3.907 4.496 1.400  0.058
H -5.611 4.128 1.268  0.116

Forces on atoms 1 to 3 (eV/Å):
0.1 -0.4 0.1
-0.6 0.8 0.3
0.3 -0.5 0.2



Record 2
Computed, not measured: a molecular structure, C54H114CoF16N6O10P4V, with ωB97M-V/def2-TZVPD.

* spin multiplicity: 7
* frontier orbital gap (spin up / spin down): 7.3 / 7.3 eV
* LUMO energy (spin up / spin down): -0.02 / -0.03 eV
* expectation value of S²: 12.007

Each line ends with the Löwdin spin population.
CARTESIAN COORDINATES (ANGSTROEM)
V 0.934 2.044 -1.603  2.809
Co 2.438 -2.654 0.799  2.774
P 2.882 2.458 1.399  0.001
F 2.525 3.507 2.569  0.001
F 4.145 1.930 2.328  0.000
F 1.964 1.249 1.965  0.000
F 3.323 1.330 0.236  0.004
F 1.675 2.989 0.512  0.025
F 3.845 3.496 0.660  0.000
P 1.817 -5.408 0.444  0.001
F 0.839 -5.749 -0.778  0.001
F 2.937 -6.521 0.046  0.001
F 2.552 -4.232 -0.413  0.033
F 2.713 -4.914 1.629  0.001
F 0.880 -4.108 0.829  0.020
F 1.072 -6.384 1.463  0.000
O 0.894 -1.530 1.033  0.036
P -0.097 -0.434 0.723  0.013
O 0.155 0.676 -0.297  0.028
F -0.566 0.240 2.142  0.004
F -1.460 -1.210 0.311  0.002
O 2.165 0.572 -2.289  0.036
P 2.839 -0.805 -2.087  0.014
O 2.751 -1.621 -0.806  0.040
F 4.392 -0.742 -2.548  0.002
F 2.148 -1.811 -3.150  0.003
C -1.516 1.251 4.832  0.000
C -0.888 2.099 5.924  0.000
C 0.173 2.984 5.292  0.000
C -0.431 4.206 4.659  0.000
C -1.331 5.025 5.553  0.000
C -2.312 4.236 6.408  0.000
N -1.704 2.941 6.877  0.000
O -2.646 2.158 7.503  0.000
C -2.761 5.200 7.527  0.000
C -3.514 4.010 5.383  0.000
C -0.003 1.187 6.852  0.000
H -2.204 0.526 5.268  0.000
H -0.704 0.643 4.435  0.000
H -1.889 1.823 3.983  0.000
H 0.937 3.351 5.977  0.000
H 0.646 2.459 4.463  0.000
H -0.945 3.698 3.843  0.000
H 0.354 4.738 4.123  0.000
H -1.669 5.816 4.883  0.000
H -0.649 5.563 6.212  0.000
H -3.050 6.137 7.051  0.000
H -3.541 4.762 8.150  0.000
H -1.942 5.370 8.226  0.000
H -4.138 3.201 5.761  0.000
H -4.201 4.827 5.161  0.000
H -3.382 3.649 4.364  0.000
H 0.599 0.566 6.189  0.000
H -0.640 0.644 7.550  0.000
H 0.686 1.777 7.456  0.000
H -2.337 2.111 8.411  0.000
C -2.337 -4.252 1.190  0.000
C -3.925 -4.112 1.286  0.000
C -4.333 -4.479 2.812  0.000
C -5.557 -3.826 3.358  0.000
C -5.471 -2.316 3.111  0.000
C -5.398 -1.946 1.639  0.000
N -4.272 -2.715 0.978  0.000
O -3.991 -2.160 -0.186  0.000
C -6.759 -2.267 0.936  0.000
C -5.235 -0.405 1.503  0.000
C -4.643 -5.039 0.346  0.000
H -1.756 -3.525 1.758  0.000
H -2.039 -4.083 0.156  0.000
H -2.044 -5.295 1.308  0.000
H -4.549 -5.547 2.843  0.000
H -3.439 -4.271 3.401  0.000
H -5.760 -3.961 4.420  0.000
H -6.429 -4.190 2.814  0.000
H -4.581 -1.885 3.570  0.000
H -6.241 -1.824 3.706  0.000
H -6.751 -2.804 -0.012  0.000
H -7.395 -2.917 1.537  0.000
H -7.277 -1.341 0.685  0.000
H -5.522 0.029 0.545  0.000
H -5.795 0.105 2.288  0.000
H -4.206 -0.095 1.684  0.000
H -4.314 -4.871 -0.679  0.000
H -5.728 -4.995 0.250  0.000
H -4.401 -6.054 0.664  0.000
H -3.163 -1.699 -0.035  0.000
C 1.710 -2.846 3.851  0.001
C 3.267 -2.563 3.863  0.001
C 3.784 -3.857 4.501  0.000
C 5.273 -4.145 4.285  0.000
C 5.755 -3.948 2.876  0.000
C 5.263 -2.547 2.209  0.002
N 3.803 -2.371 2.522  0.031
O 3.238 -1.170 2.088  0.025
C 6.253 -1.439 2.737  0.002
C 5.390 -2.596 0.675  0.004
C 3.564 -1.331 4.748  0.002
H 1.407 -2.845 4.898  0.000
H 1.523 -3.770 3.305  0.000
H 1.247 -1.956 3.425  0.000
H 3.783 -3.799 5.589  0.000
H 3.206 -4.762 4.316  0.000
H 5.581 -5.131 4.635  0.000
H 5.820 -3.400 4.863  0.000
H 5.609 -4.799 2.210  0.000
H 6.845 -3.917 2.881  0.000
H 6.381 -1.349 3.816  0.000
H 7.172 -1.620 2.180  0.000
H 5.975 -0.451 2.372  0.000
H 6.322 -3.021 0.303  0.001
H 4.817 -3.392 0.199  0.001
H 5.257 -1.629 0.190  0.000
H 4.365 -0.664 4.427  0.000
H 3.811 -1.719 5.736  0.000
H 2.654 -0.748 4.891  0.000
H 3.686 -0.507 2.618  0.005
C -3.147 4.171 -1.393  0.000
C -2.338 2.859 -1.082  0.000
C -3.271 1.669 -0.701  0.000
C -3.905 0.946 -1.887  0.000
C -2.776 0.502 -2.776  0.000
C -1.837 1.624 -3.269  0.002
N -1.378 2.464 -2.122  0.000
O -0.580 3.550 -2.557  0.023
C -0.655 0.878 -3.916  0.014
C -2.477 2.459 -4.404  0.001
C -1.491 3.123 0.257  0.002
H -2.442 4.999 -1.480  0.000
H -3.606 4.178 -2.381  0.000
H -3.857 4.502 -0.635  0.000
H -2.736 0.927 -0.109  0.000
H -4.070 2.051 -0.065  0.000
H -4.459 0.065 -1.564  0.000
H -4.594 1.508 -2.518  0.000
H -3.235 0.035 -3.647  0.000
H -2.225 -0.225 -2.180  0.000
H -0.214 0.197 -3.187  0.003
H 0.175 1.501 -4.248  0.004
H -0.976 0.262 -4.757  0.002
H -1.727 3.097 -4.873  0.000
H -3.424 2.930 -4.143  0.000
H -2.717 1.770 -5.214  0.000
H -1.206 2.249 0.844  0.000
H -0.632 3.781 0.127  0.001
H -2.069 3.775 0.912  0.000
H -1.232 4.156 -2.917  0.003
C 1.479 -4.292 -6.991  0.000
C 0.002 -4.182 -6.500  0.000
C -0.363 -5.626 -6.131  0.000
C -1.666 -5.786 -5.435  0.000
C -1.585 -5.010 -4.147  0.000
C -1.084 -3.541 -4.277  0.000
N 0.010 -3.405 -5.270  0.000
O 0.529 -2.094 -5.328  0.000
C -2.317 -2.726 -4.690  0.000
C -0.627 -3.069 -2.851  0.000
C -0.736 -3.675 -7.722  0.000
H 1.960 -3.368 -7.313  0.000
H 1.493 -4.932 -7.874  0.000
H 2.164 -4.794 -6.309  0.000
H -0.403 -6.159 -7.080  0.000
H 0.438 -6.096 -5.561  0.000
H -1.778 -6.841 -5.186  0.000
H -2.470 -5.384 -6.052  0.000
H -0.888 -5.512 -3.476  0.000
H -2.582 -5.067 -3.709  0.000
H -2.795 -3.075 -5.605  0.000
H -3.125 -2.579 -3.974  0.000
H -2.078 -1.715 -5.020  0.000
H 0.286 -3.636 -2.669  0.000
H -0.242 -2.049 -2.831  0.000
H -1.356 -3.213 -2.053  0.000
H -1.824 -3.639 -7.654  0.000
H -0.556 -4.390 -8.525  0.000
H -0.400 -2.670 -7.977  0.000
H 1.212 -2.116 -4.653  0.000
C 4.229 6.049 -1.632  0.000
C 2.815 5.781 -2.266  0.000
C 2.488 6.960 -3.183  0.000
C 3.268 6.795 -4.474  0.000
C 2.931 5.462 -5.149  0.000
C 3.241 4.271 -4.212  0.000
N 2.636 4.388 -2.825  0.000
O 2.889 3.390 -1.946  0.016
C 2.508 3.084 -4.860  0.001
C 4.735 3.918 -4.338  0.000
C 1.679 5.993 -1.192  0.001
H 4.568 5.217 -1.015  0.000
H 4.254 6.998 -1.096  0.000
H 4.998 6.338 -2.347  0.000
H 1.426 7.117 -3.372  0.000
H 2.899 7.847 -2.702  0.000
H 4.345 6.866 -4.323  0.000
H 3.035 7.650 -5.108  0.000
H 3.526 5.383 -6.059  0.000
H 1.869 5.502 -5.389  0.000
H 2.566 2.188 -4.241  0.001
H 1.424 3.200 -4.860  0.000
H 2.780 2.858 -5.891  0.000
H 4.876 2.941 -3.874  0.000
H 4.892 3.793 -5.409  0.000
H 5.307 4.758 -3.945  0.000
H 0.676 5.961 -1.618  0.000
H 1.832 6.838 -0.521  0.000
H 1.831 5.177 -0.486  0.000
H 3.668 3.624 -1.436  0.001

Forces on atoms 1 to 3 (eV/Å):
0.0 0.1 0.5
0.6 0.9 0.3
2.4 -2.3 1.3



Asked for energy across the records above, the calculation gives -273003.131; -231225.471 eV in order.
Asked for strongest force on any atom across the records above, the calculation gives 2.2; 5.9 eV/A in order.